1.
A molecular structure, C45H53FeN4O3S3Si2, computed with ωB97M-V/def2-TZVPD.

The geometry in XYZ format:
```
111
Properties=species:S:1:pos:R:3:forces:R:3:lowdin_charge:R:1
Fe -0.128600 -0.503752 -0.346849 0.60 -1.59 -0.48 0.848
N 0.721756 -2.231299 -1.725340 -0.14 0.22 0.21 0.006
C 1.354638 -1.791812 -2.969000 -0.03 -0.04 0.01 -0.245
C 0.392040 -0.932207 -3.781798 0.06 0.20 0.15 -0.119
C 0.433532 0.544628 -3.345005 -0.12 -0.22 -0.25 -0.685
O 0.598521 1.400196 -4.222960 -0.02 0.05 0.15 -0.023
O 0.309827 0.769637 -2.097560 -0.18 0.09 0.68 -0.126
H 1.398186 -2.620247 -1.077388 -0.05 -0.02 0.06 0.080
H 0.001719 -2.920267 -1.908528 0.01 -0.01 0.00 0.062
H 1.691870 -2.644991 -3.572033 0.04 0.01 0.00 0.100
H 2.233417 -1.205390 -2.693582 0.04 -0.05 -0.02 0.106
H -0.626863 -1.302078 -3.632377 0.00 -0.06 -0.05 0.075
H 0.627230 -0.980480 -4.844179 -0.01 0.02 -0.02 0.103
N 6.794577 -5.589926 5.951353 0.00 0.00 0.00 0.107
C 6.060452 -5.026047 5.262881 0.23 -0.17 0.18 -0.228
C 5.155483 -4.334799 4.414931 -0.42 0.32 -0.37 -0.265
C 4.963036 -2.949608 4.546138 0.15 -0.22 0.07 -0.040
C 4.087503 -2.286331 3.717549 -0.07 0.04 -0.05 -0.026
C 3.318354 -2.970171 2.757635 0.00 0.04 0.01 -0.181
C 3.510095 -4.358960 2.648558 -0.04 0.04 -0.05 -0.032
C 4.422157 -5.023961 3.436053 0.17 -0.05 0.25 -0.044
C 2.355354 -2.257727 1.923064 -0.05 0.02 -0.06 -0.093
C 2.847965 -1.189982 1.108501 0.28 0.09 -0.15 -0.301
C 4.203248 -0.811196 0.941360 -0.10 -0.07 0.07 -0.089
C 4.236068 0.154620 -0.070683 -0.09 0.05 -0.04 -0.133
C 2.914671 0.321713 -0.482471 0.28 0.13 -0.05 -0.236
N 2.077496 -0.472449 0.223139 -0.80 0.38 -0.27 -0.009
C 0.986369 -2.654539 1.999509 -0.10 -0.13 0.25 -0.287
C 0.441378 -3.620105 2.886128 0.08 0.02 -0.09 -0.082
C -0.948141 -3.541020 2.765089 -0.06 0.05 -0.07 -0.131
C -1.192246 -2.537664 1.825244 -0.05 -0.13 0.15 -0.232
N -0.042790 -2.010710 1.353265 -0.40 0.53 -0.43 0.005
H 5.500254 -2.418080 5.322151 0.02 0.05 -0.04 0.108
H 3.937312 -1.219087 3.822698 0.03 0.00 0.00 0.118
H 2.947442 -4.899577 1.898281 -0.03 0.00 0.03 0.118
H 4.594047 -6.086057 3.310213 -0.07 -0.01 -0.01 0.107
H 5.047567 -1.198584 1.490929 -0.01 -0.06 -0.04 0.083
H 5.104241 0.665705 -0.462874 -0.02 0.00 0.01 0.074
H 2.531324 0.955934 -1.272701 -0.04 -0.02 0.10 0.090
H 1.001603 -4.272661 3.537634 0.00 0.02 0.04 0.079
H -1.692472 -4.122409 3.290724 0.01 0.01 0.00 0.070
H -2.149731 -2.158682 1.493300 0.09 -0.04 -0.05 0.079
C -2.049554 -0.108497 4.259036 0.05 0.06 0.00 -0.038
C -1.882493 1.416338 4.209143 -0.01 -0.06 0.08 -0.604
C -1.031610 1.868021 5.406265 0.00 0.02 -0.05 -0.056
C -3.254043 2.103254 4.253003 0.04 0.00 0.00 -0.053
C -1.182696 1.796682 2.973593 0.07 -0.02 -0.07 0.010
C -0.530394 2.092156 2.004775 -0.17 0.12 0.05 -0.124
H -2.508423 -0.403553 5.207793 0.00 0.00 0.00 0.084
H -1.083539 -0.605469 4.159656 -0.02 -0.02 0.02 0.089
H -2.675188 -0.462460 3.442162 -0.01 -0.02 -0.01 0.057
H -1.542247 1.639569 6.346303 0.00 -0.02 -0.01 0.077
H -0.837266 2.941796 5.362890 -0.02 0.00 0.01 0.077
H -0.072830 1.347835 5.391430 0.00 0.02 0.04 0.081
H -3.785727 1.835481 5.170869 0.00 -0.02 -0.01 0.079
H -3.855459 1.798264 3.395154 -0.01 0.02 0.01 0.064
H -3.141457 3.189140 4.219456 -0.01 -0.01 0.00 0.080
C 3.162237 3.863203 0.435104 -0.21 -0.03 -0.09 -0.169
Si 1.855312 3.272071 1.657065 0.20 0.09 0.45 0.520
C 2.626082 1.997787 2.802242 -0.16 -0.06 -0.16 -0.148
C 1.331291 4.732535 2.751539 -0.02 -0.05 -0.15 -0.176
C 0.279369 2.545564 0.884804 0.04 -0.03 -0.17 -0.371
Si -0.785370 3.619693 -0.281406 -0.24 0.17 0.05 0.529
C -1.394648 5.142250 0.685610 0.18 -0.09 -0.01 -0.183
C -2.315659 2.643988 -0.761636 0.24 0.05 0.01 -0.154
C 0.193594 4.198527 -1.773415 0.00 -0.20 0.06 -0.156
H 4.087822 4.088405 0.971808 -0.02 -0.03 0.05 0.027
H 2.864319 4.761122 -0.111559 -0.03 -0.02 0.05 0.011
H 3.379669 3.076178 -0.288443 0.02 0.01 0.01 0.016
H 3.511911 2.396466 3.304741 0.00 0.05 -0.04 0.030
H 2.916865 1.103881 2.243055 0.04 0.03 0.01 0.009
H 1.907075 1.687351 3.565455 0.00 0.04 -0.02 0.024
H 2.098495 4.956158 3.497807 0.03 -0.03 -0.03 0.022
H 0.411849 4.470197 3.282353 0.03 0.01 0.01 0.017
H 1.137752 5.642481 2.178217 0.02 -0.03 0.01 0.011
H 0.593833 1.659757 0.309129 0.15 0.30 -0.10 0.034
H -1.680601 4.865221 1.704455 -0.01 -0.02 -0.03 0.018
H -2.273568 5.573608 0.198310 0.01 -0.04 -0.05 0.020
H -0.633007 5.923759 0.752211 -0.02 -0.02 0.00 0.010
H -3.089868 2.703150 0.008262 0.04 0.02 0.03 0.034
H -2.060466 1.591557 -0.898248 -0.07 -0.03 -0.08 0.005
H -2.743092 2.999771 -1.703370 0.02 0.03 0.00 0.037
H 1.131433 4.683782 -1.491561 -0.06 0.00 0.02 0.007
H -0.387038 4.905464 -2.373140 -0.05 -0.01 0.05 0.028
H 0.428720 3.335080 -2.403129 0.01 0.00 -0.01 0.016
O -2.104539 -0.722404 -0.723510 0.70 0.15 0.27 -0.249
C -3.320812 -1.196216 -1.087894 0.07 0.14 -0.01 -0.622
C -3.946054 -0.247058 -2.122470 0.06 0.01 -0.08 -0.465
C -4.970700 0.638406 -1.967522 -0.12 -0.07 -0.06 -0.132
C -5.160469 1.479765 -3.098993 -0.06 0.01 0.01 -0.203
C -4.264474 1.225146 -4.089261 0.14 -0.09 -0.06 -0.416
S -3.183276 -0.030533 -3.653411 -0.09 0.15 0.11 1.066
C -4.265008 -1.220836 0.123020 -0.15 -0.18 -0.01 -0.462
C -4.204954 -0.381706 1.190071 0.08 0.09 -0.02 -0.138
C -5.235564 -0.612479 2.143593 -0.06 0.06 0.05 -0.195
C -6.064966 -1.626328 1.781249 -0.05 -0.14 -0.18 -0.429
S -5.595826 -2.313740 0.276398 0.11 0.17 0.13 1.027
C -3.219306 -2.622226 -1.649520 -0.06 0.04 -0.21 -0.478
C -2.329440 -3.572620 -1.253346 0.04 0.01 0.03 -0.128
C -2.509761 -4.818942 -1.914098 0.00 -0.04 0.05 -0.183
C -3.534226 -4.794052 -2.807967 -0.20 0.11 -0.08 -0.432
S -4.287347 -3.250465 -2.857582 0.19 -0.07 0.15 0.999
H -5.571168 0.700209 -1.070769 0.04 -0.04 0.02 0.110
H -5.930232 2.237525 -3.162290 0.03 0.01 -0.01 0.090
H -4.166174 1.710780 -5.047909 -0.02 0.01 0.03 0.056
H -3.426734 0.366473 1.276956 0.02 -0.03 0.00 0.109
H -5.349576 -0.050743 3.061510 0.03 -0.03 0.00 0.089
H -6.915400 -2.025850 2.312124 0.03 0.04 0.03 0.049
H -1.577476 -3.373369 -0.500903 -0.07 -0.02 0.05 0.092
H -1.908546 -5.696222 -1.716272 0.02 0.02 -0.03 0.097
H -3.890342 -5.586082 -3.448944 0.05 -0.01 0.03 0.049
```
Forces are in eV/Å.

The frontier orbital gap (alpha / beta) is 3.958 / 5.733 eV. Its total charge is -2. The spin multiplicity is 6. The value obtained for the lowest unoccupied orbital energy (alpha / beta) is 3.7 / 3.7 eV. The calculation puts the relative energy (zero: lowest compared OMol25 entry of this formula, charge and spin) at 0.0 kcal/mol.


2.
A molecular structure, C45H54CaN2O6PS3SbSi3, computed with ωB97M-V/def2-TZVPD.

The geometry in XYZ format:
```
116
Properties=species:S:1:pos:R:3:forces:R:3:lowdin_charge:R:1
Ca 0.266824 -0.308434 0.064672 -0.47 0.62 0.14 1.091
O -3.548626 -0.130899 1.635081 -0.05 0.09 0.00 0.016
C -3.060251 0.039205 0.521270 -0.06 -0.19 -0.21 -0.658
O -1.916590 0.496809 0.228832 0.17 0.00 0.04 -0.301
C -3.923173 -0.348824 -0.697022 -0.10 0.06 0.17 -0.114
C -5.269719 -0.610629 -0.442801 0.02 -0.01 -0.01 -0.028
C -6.143657 -0.964278 -1.453728 0.01 0.01 0.06 -0.091
C -5.670023 -1.085400 -2.753233 -0.02 0.00 -0.01 -0.098
C -4.333989 -0.844001 -3.013564 -0.04 -0.08 -0.09 -0.115
C -3.444806 -0.463243 -2.004419 0.15 0.00 -0.09 -0.278
P -1.679152 -0.158204 -2.477502 0.00 -0.23 0.23 1.144
C -1.532789 -1.441736 -3.790328 -0.02 0.20 -0.04 -0.368
C -1.393443 -2.752886 -3.337388 0.01 0.00 0.08 -0.099
C -1.260778 -3.798054 -4.231196 0.00 -0.10 -0.10 -0.095
C -1.258260 -3.551681 -5.599485 0.00 -0.01 0.03 -0.106
C -1.382131 -2.250206 -6.059994 -0.01 0.01 -0.02 -0.110
C -1.517440 -1.199646 -5.159217 -0.01 -0.01 -0.05 -0.112
C -1.817710 1.369557 -3.480526 0.00 0.05 0.10 -0.353
C -3.010642 2.011214 -3.803034 -0.01 -0.03 -0.02 -0.077
C -3.005983 3.149467 -4.597378 0.01 0.00 -0.02 -0.102
C -1.810484 3.666621 -5.070280 0.02 -0.01 -0.09 -0.115
C -0.613292 3.055635 -4.723947 0.00 -0.01 -0.10 -0.108
C -0.616151 1.924313 -3.924023 0.00 -0.02 -0.02 -0.113
H -5.587276 -0.532221 0.587897 -0.03 0.00 0.02 0.109
H -7.186342 -1.156431 -1.230792 -0.02 -0.01 0.01 0.092
H -6.334044 -1.374526 -3.558984 -0.01 0.00 -0.02 0.092
H -3.969002 -0.960318 -4.027889 -0.02 0.01 0.03 0.099
H -1.372723 -2.956486 -2.272072 0.00 0.03 0.01 0.102
H -1.131790 -4.805252 -3.856070 0.00 -0.01 0.00 0.105
H -1.144474 -4.370553 -6.299146 0.00 -0.01 -0.01 0.092
H -1.373129 -2.041482 -7.123350 0.00 -0.02 -0.03 0.095
H -1.616511 -0.187478 -5.532756 0.00 0.03 0.01 0.101
H -3.949505 1.620729 -3.433373 0.00 0.01 0.00 0.097
H -3.942004 3.639685 -4.833056 -0.03 0.02 -0.01 0.098
H -1.806880 4.562369 -5.678972 0.00 0.02 -0.01 0.097
H 0.329360 3.475419 -5.051075 0.02 0.01 -0.02 0.102
H 0.321544 1.465491 -3.631884 0.03 -0.02 0.02 0.063
O 3.894751 0.270767 -1.058606 0.11 0.03 0.00 -0.048
C 3.151954 0.624454 -0.138014 0.17 -0.04 0.15 -0.676
O 1.956111 1.039271 -0.289599 0.11 0.18 -0.28 -0.346
C 3.707706 0.633861 1.280829 0.09 -0.04 -0.12 -0.155
C 5.071880 0.915026 1.346032 0.10 0.02 0.08 -0.068
C 5.753251 1.019143 2.545579 0.03 0.00 -0.04 -0.125
C 5.046743 0.801006 3.722654 0.03 0.00 0.05 -0.129
C 3.703433 0.490589 3.673482 0.04 0.02 0.12 -0.175
C 2.981187 0.400074 2.469458 -0.27 0.03 -0.06 -0.633
S 1.271530 -0.015243 2.631666 0.27 -0.04 -0.05 0.474
H 5.587219 1.049680 0.403185 0.01 0.00 0.01 0.105
H 6.810948 1.255817 2.562701 0.00 0.00 0.00 0.079
H 5.544024 0.864074 4.685590 0.01 0.01 -0.01 0.084
H 3.159289 0.302074 4.591490 0.00 0.00 0.00 0.079
O -1.301830 -4.021707 2.149089 -0.01 0.06 0.00 0.067
C -0.769630 -5.015481 1.428901 -0.04 -0.08 0.04 -0.271
C -1.026169 -6.325759 1.852409 0.02 0.06 -0.03 -0.030
C -0.519696 -7.401153 1.153437 -0.01 -0.05 0.01 -0.118
C 0.256340 -7.199414 0.014463 -0.02 0.01 0.03 -0.119
C 0.515999 -5.905799 -0.398217 0.06 0.01 -0.04 -0.042
C 0.021619 -4.798191 0.289773 -0.01 -0.05 -0.09 -0.068
C 0.310771 -3.410232 -0.189726 0.05 -0.29 0.05 -0.472
O -0.310878 -2.444462 0.375493 -0.24 -0.33 0.07 -0.219
N 1.167990 -3.320057 -1.167989 0.14 0.14 -0.13 0.003
N 1.393179 -1.995340 -1.582409 -0.34 -0.59 0.29 -0.095
C 1.930118 -1.974795 -2.728853 0.16 0.38 -0.25 -0.894
S 2.236561 -3.444686 -3.674012 0.05 -0.05 0.11 0.905
C 2.861005 -2.564235 -5.131615 -0.01 0.11 -0.02 -0.544
C 2.198827 -1.197331 -5.163957 -0.11 -0.05 -0.07 -0.529
S 2.398678 -0.471968 -3.514832 0.02 -0.03 -0.10 0.945
H -1.055902 -3.181041 1.683928 -0.01 0.02 0.01 0.080
H -1.633303 -6.458337 2.738152 -0.01 -0.01 0.02 0.107
H -0.732650 -8.407377 1.497792 0.00 0.00 -0.01 0.089
H 0.654105 -8.040142 -0.538842 0.01 -0.02 -0.01 0.084
H 1.123699 -5.714111 -1.272624 0.01 0.01 -0.01 0.098
H 2.595730 -3.150191 -6.013812 0.00 -0.03 0.02 0.065
H 3.946213 -2.459403 -5.082496 -0.02 -0.04 0.05 0.065
H 1.141844 -1.296473 -5.429230 0.10 0.05 0.07 0.049
H 2.687513 -0.532743 -5.876836 0.02 0.03 -0.02 0.070
C 1.585799 3.473927 3.942097 -0.15 0.08 0.08 -0.227
Si 0.044846 4.103638 3.087278 -0.04 0.00 -0.11 0.275
C 0.019166 5.978423 3.347602 0.03 -0.09 0.09 -0.225
C -1.469579 3.376302 3.930934 0.11 0.04 0.03 -0.231
Sb -0.091761 3.270024 0.675403 0.12 0.14 0.03 0.971
Si -1.980324 4.774662 -0.148435 0.04 -0.12 0.02 0.277
C -1.713656 5.085125 -1.990011 -0.09 0.07 0.11 -0.232
C -2.328127 6.469413 0.619385 -0.14 -0.07 -0.11 -0.239
C -3.560801 3.768638 0.033759 -0.01 0.12 -0.06 -0.227
Si 1.812182 4.617783 -0.363274 -0.09 -0.08 0.05 0.299
C 1.597058 6.500018 -0.298649 0.10 -0.06 -0.04 -0.230
C 3.464466 4.212589 0.432747 0.00 0.13 -0.12 -0.199
C 1.941045 4.108312 -2.169889 0.08 0.05 0.07 -0.220
H 1.548084 3.800314 4.987079 0.04 -0.03 0.05 0.028
H 2.508738 3.850573 3.505926 0.06 0.05 -0.06 0.013
H 1.615893 2.385913 3.909394 -0.02 -0.09 -0.01 -0.027
H -0.002799 6.153058 4.428337 0.01 0.06 0.04 0.021
H -0.841838 6.472818 2.905738 -0.09 -0.01 -0.04 -0.009
H 0.917842 6.452963 2.953181 0.08 -0.01 -0.04 0.010
H -1.444276 3.584706 5.004370 -0.02 -0.01 0.04 0.022
H -1.490571 2.295433 3.786703 0.02 -0.06 0.00 0.031
H -2.396948 3.781605 3.523983 -0.05 0.05 -0.04 0.014
H -1.025424 5.914654 -2.162235 0.07 0.04 0.00 0.022
H -2.669864 5.336131 -2.459007 0.00 0.04 -0.03 0.028
H -1.314681 4.210336 -2.501542 -0.04 -0.04 0.09 -0.007
H -1.458129 7.120444 0.672188 0.11 0.01 -0.04 0.006
H -2.748574 6.383392 1.621216 -0.02 -0.04 0.06 0.014
H -3.078382 6.949359 -0.019350 -0.02 0.08 0.05 0.021
H -3.433316 2.770869 -0.387311 0.04 -0.04 -0.07 0.008
H -4.384770 4.269173 -0.485413 -0.05 -0.02 0.01 0.023
H -3.841999 3.634484 1.078778 0.01 0.00 0.08 0.024
H 1.784298 6.886678 0.703323 0.00 0.00 0.09 0.009
H 0.601974 6.824188 -0.597576 -0.10 -0.01 -0.05 -0.007
H 2.320855 6.960604 -0.977785 0.04 0.06 -0.01 0.019
H 3.434627 4.153468 1.517886 -0.05 0.04 0.10 0.010
H 4.187242 4.985184 0.149320 0.06 -0.02 0.01 0.027
H 3.831155 3.253285 0.072765 0.00 -0.08 -0.04 0.019
H 1.038404 4.323841 -2.738971 -0.09 0.05 -0.01 -0.006
H 2.131607 3.034388 -2.217068 0.02 -0.07 0.02 0.021
H 2.779774 4.633833 -2.637645 0.03 -0.01 -0.05 0.028
```
Forces are in eV/Å.

The frontier orbital gap is 5.560 eV. Its total charge is -2. The value obtained for the lowest unoccupied orbital energy is 3.8 eV. The calculation puts the relative energy (zero: lowest compared OMol25 entry of this formula, charge and spin) at 3.3 kcal/mol.